{
  "formula": "C34H52AuB2N6O2",
  "method": "wB97M-V/def2-TZVPD",
  "largest_force_ev_per_a": 0.56,
  "charge": -1,
  "homo_ev": -4.57,
  "multiplicity": 1,
  "species": ["Au", "C", "C", "C", "C", "N", "N", "B", "N", "N", "C", "C", "C", "C", "C", "C", "C", "C", "N", "N", "C", "C", "C", "C", "C", "C", "C", "C", "C", "C", "C", "C", "H", "H", "H", "H", "H", "H", "H", "H", "H", "H", "H", "H", "H", "H", "H", "H", "H", "H", "H", "H", "H", "H", "H", "H", "H", "H", "H", "H", "H", "H", "H", "H", "H", "H", "H", "H", "H", "H", "H", "H", "C", "C", "C", "C", "C", "C", "C", "C", "O", "B", "O", "C", "C", "H", "H", "H", "H", "H", "H", "H", "H", "H", "H", "H", "H"],
  "positions_angstrom": [[-0.22484, -0.35322, -0.06334], [-3.62050, -5.21786, 0.36088], [-3.33568, -3.77645, 0.64216], [-4.08689, -2.89492, 1.38274], [-3.37986, -1.67408, 1.33803], [-2.27600, -1.81545, 0.61712], [-2.25274, -3.10433, 0.19068], [-1.12991, -3.69677, -0.68839], [0.23204, -3.67880, 0.03936], [0.83747, -2.52795, 0.41043], [1.98041, -2.85780, 0.99776], [2.11565, -4.25978, 1.01387], [0.98336, -4.74268, 0.38971], [0.60427, -6.16556, 0.12625], [2.93627, -1.81562, 1.53972], [2.23238, -0.97134, 2.61051], [4.14724, -2.50946, 2.16582], [3.41268, -0.90740, 0.39788], [-1.04496, -3.00816, -2.06870], [-0.74774, -1.69401, -2.23854], [-0.76291, -1.46731, -3.54513], [-1.07589, -2.65673, -4.23775], [-1.24625, -3.61030, -3.26249], [-1.59043, -5.05548, -3.43753], [-0.49530, -0.13426, -4.20992], [-0.17167, 0.97028, -3.21086], [-1.74357, 0.26956, -5.00953], [0.69123, -0.29740, -5.17154], [-3.83153, -0.39527, 2.00970], [-2.86242, 0.75988, 1.78849], [-3.96390, -0.65430, 3.51742], [-5.20495, -0.00677, 1.44162], [-4.55856, -5.49244, 0.84326], [-2.83258, -5.86775, 0.74538], [-3.71309, -5.41176, -0.70894], [-5.01835, -3.10989, 1.88335], [-1.40756, -4.84405, -0.88562], [2.92297, -4.84888, 1.41819], [1.38561, -6.81870, 0.51438], [0.48960, -6.36166, -0.94120], [-0.33759, -6.42829, 0.61103], [1.91151, -1.60397, 3.44319], [1.35668, -0.47656, 2.18793], [2.91152, -0.20393, 2.99405], [3.84599, -3.16181, 2.99005], [4.83725, -1.75896, 2.55985], [4.68354, -3.11106, 1.42693], [2.56331, -0.40585, -0.06747], [3.93471, -1.49595, -0.36215], [4.09577, -0.14321, 0.78097], [-1.16775, -2.80549, -5.30255], [-1.69982, -5.26615, -4.50135], [-2.52534, -5.31292, -2.93708], [-0.81281, -5.70738, -3.03590], [-0.98561, 1.12202, -2.50123], [0.00449, 1.90656, -3.75023], [0.71742, 0.72811, -2.62710], [-2.60005, 0.37341, -4.34025], [-1.99111, -0.47838, -5.76623], [-1.57770, 1.22760, -5.51115], [1.58253, -0.60222, -4.61923], [0.90285, 0.65067, -5.67489], [0.48705, -1.05388, -5.93275], [-1.87333, 0.52962, 2.18654], [-3.24398, 1.65576, 2.28891], [-2.73195, 0.98051, 0.72888], [-2.99846, -0.94968, 3.93352], [-4.68191, -1.45138, 3.72438], [-4.29859, 0.25312, 4.02882], [-5.13123, 0.16052, 0.36519], [-5.56134, 0.91458, 1.91177], [-5.94464, -0.79180, 1.61480], [3.41060, 6.52485, 3.03790], [2.99587, 6.79769, 1.58443], [4.23265, 6.69651, 0.68062], [2.46560, 8.22973, 1.50563], [1.95433, 5.76572, 1.14426], [0.68034, 6.12351, 0.71542], [-0.26898, 5.17436, 0.31083], [0.09476, 3.85206, 0.34738], [-0.61383, 2.74113, 0.01826], [0.23160, 1.60378, 0.23667], [1.47674, 2.12627, 0.71727], [1.36604, 3.47913, 0.77319], [2.29992, 4.40314, 1.17221], [4.15488, 7.25621, 3.36647], [3.84220, 5.52906, 3.14852], [2.54372, 6.59003, 3.69869], [4.98645, 7.43070, 0.98022], [3.96069, 6.88320, -0.36020], [4.68405, 5.70491, 0.73652], [3.24272, 8.92510, 1.83184], [1.59682, 8.36786, 2.15305], [2.18359, 8.49628, 0.48465], [0.39132, 7.16504, 0.68608], [-1.25444, 5.47883, -0.01850], [3.27785, 4.06618, 1.49614]],
  "forces_ev_per_a": [[0.3, 0.5, 0.1], [0.0, 0.1, 0.0], [0.0, 0.1, 0.0], [0.0, 0.0, 0.0], [-0.1, -0.1, 0.0], [-0.1, -0.1, 0.0], [0.0, -0.1, 0.0], [0.0, 0.1, 0.0], [0.0, -0.1, 0.0], [-0.1, -0.1, -0.1], [0.0, 0.0, 0.0], [0.1, 0.0, 0.0], [0.0, 0.1, 0.0], [0.0, 0.1, 0.0], [0.0, 0.0, 0.0], [0.0, 0.0, 0.0], [0.0, 0.0, 0.0], [0.0, 0.0, 0.0], [0.0, -0.1, 0.0], [0.0, -0.1, -0.1], [0.0, -0.1, -0.1], [0.0, 0.0, 0.0], [0.0, 0.1, 0.0], [0.0, 0.1, 0.0], [0.0, 0.0, 0.0], [0.0, 0.0, 0.0], [0.0, 0.0, 0.0], [0.0, 0.0, 0.0], [0.0, 0.0, 0.0], [0.0, 0.0, 0.0], [0.0, 0.0, 0.0], [0.0, 0.0, 0.0], [0.0, 0.0, 0.0], [0.0, 0.0, 0.0], [0.0, 0.0, 0.0], [0.0, 0.0, 0.0], [0.0, 0.0, 0.0], [0.0, 0.0, 0.0], [0.0, 0.0, 0.0], [0.0, 0.0, 0.0], [0.0, 0.0, 0.0], [0.0, 0.0, 0.0], [0.0, 0.0, 0.0], [0.0, 0.0, 0.0], [0.0, 0.0, 0.0], [0.0, 0.0, 0.0], [0.0, 0.0, 0.0], [0.0, 0.0, 0.0], [0.0, 0.0, 0.0], [0.0, 0.0, 0.0], [0.0, 0.0, 0.0], [0.0, 0.0, 0.0], [0.0, 0.0, 0.0], [0.0, 0.0, 0.0], [0.0, 0.0, 0.0], [0.0, 0.0, 0.0], [0.0, 0.0, 0.0], [0.0, 0.0, 0.0], [0.0, 0.0, 0.0], [0.0, 0.0, 0.0], [0.0, 0.0, 0.0], [0.0, 0.0, 0.0], [0.0, 0.0, 0.0], [0.0, 0.0, 0.0], [0.0, 0.0, 0.0], [0.0, 0.0, 0.0], [0.0, 0.0, 0.0], [0.0, 0.0, 0.0], [0.0, 0.0, 0.0], [0.0, 0.0, 0.0], [0.0, 0.0, 0.0], [0.0, 0.0, 0.0], [0.0, 0.0, 0.0], [0.0, 0.0, 0.0], [0.0, 0.0, 0.0], [0.0, 0.0, 0.0], [0.0, 0.0, 0.0], [0.0, 0.0, 0.0], [0.0, 0.1, 0.0], [0.1, 0.0, 0.0], [0.0, 0.0, 0.0], [-0.1, -0.2, 0.0], [0.0, 0.0, 0.0], [-0.1, -0.1, 0.0], [0.1, 0.0, 0.0], [0.0, 0.0, 0.0], [0.0, 0.0, 0.0], [0.0, 0.0, 0.0], [0.0, 0.0, 0.0], [0.0, 0.0, 0.0], [0.0, 0.0, 0.0], [0.0, 0.0, 0.0], [0.0, 0.0, 0.0], [0.0, 0.0, 0.0], [0.0, 0.0, 0.0], [0.0, 0.0, 0.0], [0.0, 0.0, 0.0]],
  "mulliken_charge": [0.44, -1.33, 0.62, -1.23, -0.44, 0.48, 0.16, -0.75, 0.25, 0.65, -0.99, -1.02, 0.80, -1.37, 2.51, -1.20, -2.38, -1.20, 0.23, 0.45, -0.49, -1.18, 0.58, -1.32, 2.78, -1.79, -1.84, -1.83, 2.87, -1.84, -1.86, -1.83, 0.37, 0.18, 0.17, 0.49, -0.16, 0.52, 0.36, 0.17, 0.17, 0.35, -0.01, 0.41, 0.41, 0.43, 0.40, -0.01, 0.33, 0.41, 0.48, 0.37, 0.16, 0.17, 0.21, 0.53, 0.12, 0.37, 0.35, 0.46, 0.37, 0.45, 0.34, 0.13, 0.52, 0.18, 0.37, 0.35, 0.44, 0.37, 0.45, 0.35, -1.62, 2.28, -1.62, -2.20, 0.49, -0.11, -2.05, 0.80, -0.67, 0.52, -0.45, 0.44, -1.14, 0.44, 0.31, 0.36, 0.44, 0.36, 0.31, 0.44, 0.42, 0.42, 0.43, 0.46, 0.46]
}